Below is one molecule with the formula CH5PS2 at a distorted geometry, with properties calculated with ωB97M-V/def2-TZVPD.

Each atom is followed by the atoms it is bonded to, with distances in Å.
Positions of all 9 atoms, in Å:
1 C -0.054 0.020 1.054  P2 1.884, H5 1.096, H6 1.081, H7 1.166
2 P 0.841 0.471 -0.541  C1 1.884, S3 1.909, S4 2.568, H8 1.305
3 S 2.529 1.352 -0.411  P2 1.909
4 S 0.633 -1.849 -1.622  P2 2.568, H9 1.424
5 H -0.792 0.773 1.354  C1 1.096
6 H -0.539 -0.877 0.697  C1 1.081
7 H 0.732 -0.197 1.888  C1 1.166
8 H 0.000 0.873 -1.454  P2 1.305
9 H 1.748 -1.429 -2.403  S4 1.424

Results
**E_LUMO**: -0.0241 Eh
**Frontier orbital gap**: 8.6 eV
**SMILES**: C[P@@H](=S)S
**Energy relative to the best compared isomer or geometry (same formula, charge and spin)**: 1.324 eV
**Strongest force on any atom**: 4.1 eV/A